[1]
DFT (ωB97M-V with the def2-TZVPD basis set) results for a molecular structure, C43H45I2NO5P2SSiV in a non-equilibrium geometry.

XYZ file:
```
101
Properties=species:S:1:pos:R:3:lowdin_charge:R:1
V 1.2380 -0.4662 0.5455 0.52
O 1.8649 -4.3131 0.6548 0.15
C 1.7163 -3.3989 -0.0947 -0.44
O 1.8294 -2.0981 0.3276 -0.27
C 1.3719 -3.5583 -1.5519 -0.19
C 1.0675 -4.8402 -1.9884 0.02
C 0.7605 -5.0193 -3.3266 -0.04
C 0.7753 -3.9154 -4.1612 -0.05
C 1.0902 -2.6756 -3.6212 -0.15
N 1.3866 -2.4879 -2.3375 0.14
H 1.0896 -5.6628 -1.2882 0.13
H 0.5213 -6.0018 -3.7109 0.12
H 0.5499 -4.0054 -5.2153 0.11
H 1.0962 -1.7891 -4.2455 0.11
O -0.6510 -1.1685 -0.2268 -0.38
P -2.1218 -0.7725 -0.1404 0.81
C -2.3898 1.0350 0.0075 -0.26
P -0.8836 2.0282 0.0921 0.83
O 0.2546 1.1470 0.6055 -0.51
C -0.6136 2.6855 -1.5318 -0.28
C -0.1442 3.9866 -1.6894 -0.05
C 0.0923 4.4839 -2.9644 -0.05
C -0.1471 3.6882 -4.0731 -0.06
C -0.6121 2.3854 -3.9205 -0.07
C -0.8395 1.8829 -2.6540 -0.07
C -1.0871 3.3498 1.2472 -0.30
C 0.0263 3.6945 2.0152 -0.06
C -0.0726 4.7393 2.9230 -0.05
C -1.2685 5.4281 3.0604 -0.05
C -2.3739 5.0885 2.2885 -0.06
C -2.2864 4.0499 1.3769 -0.07
C -2.9781 -1.5804 1.1948 -0.29
C -2.5859 -2.8906 1.4734 -0.07
C -3.2324 -3.6112 2.4644 -0.05
C -4.2787 -3.0342 3.1703 -0.05
C -4.6889 -1.7399 2.8828 -0.06
C -4.0415 -1.0140 1.8956 -0.08
C -2.9428 -1.2400 -1.6504 -0.29
C -4.3190 -1.0757 -1.8171 -0.07
C -4.9165 -1.4629 -3.0036 -0.06
C -4.1462 -2.0208 -4.0193 -0.06
C -2.7819 -2.1928 -3.8497 -0.05
C -2.1752 -1.8039 -2.6614 -0.06
H -2.9934 1.2492 0.8883 0.06
H -2.9379 1.3660 -0.8758 0.08
H 0.0445 4.6128 -0.8271 0.11
H 0.4567 5.4943 -3.0891 0.11
H 0.0228 4.0850 -5.0655 0.11
H -0.7905 1.7654 -4.7888 0.11
H -1.1616 0.8523 -2.5503 0.10
H 0.9557 3.1484 1.9068 0.10
H 0.7844 5.0086 3.5254 0.12
H -1.3433 6.2367 3.7753 0.11
H -3.3009 5.6342 2.3988 0.11
H -3.1514 3.8016 0.7724 0.11
H -1.7677 -3.3426 0.9259 0.11
H -2.9155 -4.6209 2.6872 0.12
H -4.7798 -3.5960 3.9473 0.11
H -5.5076 -1.2935 3.4302 0.11
H -4.3787 -0.0065 1.6905 0.10
H -4.9333 -0.6593 -1.0263 0.11
H -5.9825 -1.3398 -3.1374 0.11
H -4.6173 -2.3298 -4.9430 0.11
H -2.1859 -2.6340 -4.6368 0.10
H -1.1149 -1.9387 -2.5086 0.08
I 3.5910 0.4884 1.3018 0.45
I 5.9767 2.5105 1.3519 -0.05
C 0.5425 -2.5774 3.2539 -0.19
Si 0.7525 -0.7469 3.0533 0.58
C -0.8627 0.1433 3.3676 -0.17
C 1.9203 -0.1195 4.3485 -0.34
C 2.5270 -1.0108 5.2356 -0.09
C 3.3923 -0.5584 6.2283 -0.07
C 3.6658 0.7939 6.3429 -0.08
C 3.0659 1.6990 5.4741 -0.08
C 2.2048 1.2419 4.4927 -0.16
H 0.2075 -2.8131 4.2678 0.05
H 1.4648 -3.1211 3.0479 0.04
H -0.2151 -2.9408 2.5601 0.01
H -1.4246 -0.4056 4.1297 0.05
H -1.5084 0.2331 2.4964 -0.02
H -0.6671 1.1491 3.7461 0.03
H 2.3402 -2.0737 5.1576 0.09
H 3.8548 -1.2648 6.9050 0.11
H 4.3482 1.1472 7.1048 0.11
H 3.2844 2.7559 5.5575 0.10
H 1.7503 1.9621 3.8188 0.08
O 1.8358 0.8454 -1.6299 -0.62
S 3.2229 1.3196 -2.0530 0.88
C 3.0986 1.7072 -3.8151 -0.32
C 4.2310 0.9724 -4.5277 -0.22
C 4.3081 -0.3943 -3.8512 -0.22
C 4.2885 -0.1160 -2.3533 -0.33
H 3.1238 2.7892 -3.9309 0.09
H 2.1119 1.3348 -4.1025 0.08
H 5.1709 1.5129 -4.3952 0.12
H 4.0459 0.9053 -5.5997 0.12
H 5.1946 -0.9586 -4.1393 0.12
H 3.4385 -0.9892 -4.1220 0.09
H 5.2723 0.1666 -1.9732 0.09
H 3.8916 -0.9144 -1.7305 0.07
```

Output
Frontier orbital gap (spin up / spin down) ... 7.02 / 6.33 eV
Multiplicity ... 3
ΔE to the lowest compared entry with this formula, charge and spin ... 4.292 eV
HOMO (spin up / spin down) ... -0.366 / -0.367 Ha
LUMO energy (spin up / spin down) ... -2.9 / -3.7 eV
Total charge ... +1

[2]
DFT (ωB97M-V with the def2-TZVPD basis set) results for a molecular structure, C43H46BGeN8O3S4Tl.

XYZ file:
```
107
Properties=species:S:1:pos:R:3:lowdin_charge:R:1
Tl -0.1410 -0.4305 0.5976 0.65
C 2.7857 -3.8941 -0.9150 -0.05
N 1.5204 -3.8330 -1.6132 -0.12
C 1.3852 -3.9109 -2.9832 -0.06
C 0.0609 -3.8967 -3.2362 -0.07
N -0.6153 -3.8158 -2.0395 0.01
B -2.1743 -4.0699 -2.0574 -0.47
N -2.8419 -3.5785 -0.7520 -0.03
C -3.3180 -4.4039 0.2381 -0.10
C -3.7715 -3.6394 1.2529 -0.07
N -3.5612 -2.3272 0.8747 -0.12
C -3.8867 -1.1572 1.6606 -0.04
C -2.9910 -2.3025 -0.3545 -0.75
S -2.5625 -0.8855 -1.2007 0.60
C 0.2843 -3.7795 -1.0412 -0.72
S 0.0190 -3.6621 0.6494 0.52
H 3.2752 -4.8477 -1.1229 0.09
H 2.5842 -3.8109 0.1505 0.04
H 3.4258 -3.0706 -1.2299 0.06
H 2.2345 -3.9245 -3.6421 0.12
H -0.4693 -3.8989 -4.1706 0.12
H -2.3612 -5.2700 -2.1238 0.07
H -2.6174 -3.4775 -3.0102 0.07
H -3.2699 -5.4717 0.1379 0.11
H -4.1990 -3.8966 2.2044 0.11
H -4.3689 -1.4869 2.5788 0.09
H -4.5583 -0.4990 1.1086 0.07
H -2.9844 -0.5985 1.9116 0.04
O -0.2617 -0.3611 -4.1605 0.03
C 1.0040 -0.4338 -4.5945 -0.27
C 1.2076 -0.4617 -5.9778 -0.02
C 2.4822 -0.5589 -6.4988 -0.11
C 3.5862 -0.6260 -5.6523 -0.11
C 3.3873 -0.5919 -4.2839 -0.04
C 2.1114 -0.4952 -3.7300 -0.08
C 1.9183 -0.4775 -2.2456 -0.47
O 0.7291 -0.3758 -1.8066 -0.23
N 3.0231 -0.5402 -1.5312 0.00
N 2.7769 -0.6050 -0.1687 -0.09
C 3.8434 -0.7550 0.4937 -0.92
S 3.8479 -0.9007 2.2553 0.90
C 5.4610 -1.7177 2.2933 -0.54
C 6.3410 -0.9940 1.2918 -0.56
S 5.4397 -0.8995 -0.2815 0.89
H -0.2197 -0.4026 -3.1654 0.05
H 0.3361 -0.4146 -6.6180 0.11
H 2.6196 -0.5832 -7.5735 0.09
H 4.5863 -0.7059 -6.0583 0.09
H 4.2253 -0.6415 -3.6007 0.10
H 5.3420 -2.7664 2.0189 0.07
H 5.8492 -1.6510 3.3100 0.07
H 7.2773 -1.5234 1.1135 0.07
H 6.5591 0.0156 1.6433 0.07
C 1.5614 -0.2766 4.7726 -0.02
C 0.9517 0.8389 3.9543 -0.57
O -0.2359 0.8561 3.6861 -0.03
N 1.8138 1.8181 3.5778 0.08
C 1.4163 2.9777 2.8053 -0.11
C 2.0360 2.9994 1.4304 -0.27
C 3.2646 3.6143 1.2228 -0.03
C 3.7882 3.6528 -0.0597 -0.07
C 3.0531 3.0900 -1.0875 -0.04
C 1.8400 2.4908 -0.7798 -0.13
N 1.3415 2.4315 0.4516 0.13
H 1.1406 -1.2227 4.4408 0.09
H 1.2775 -0.1213 5.8141 0.09
H 2.6477 -0.3141 4.7024 0.03
H 2.7914 1.6855 3.7734 0.12
H 1.7017 3.8899 3.3370 0.12
H 0.3313 2.9469 2.7136 0.09
H 3.7955 4.0614 2.0556 0.11
H 4.7468 4.1192 -0.2509 0.10
H 3.4083 3.0925 -2.1087 0.11
H 1.2478 2.0168 -1.5516 0.10
C -2.7152 2.9091 3.2943 -0.26
Ge -2.6201 2.4062 1.3901 1.02
C -4.5147 2.4803 0.7768 -0.30
C -5.0162 1.7052 -0.2691 -0.14
C -6.3510 1.7832 -0.6457 -0.09
C -7.2164 2.6401 0.0172 -0.11
C -6.7353 3.4213 1.0573 -0.11
C -5.4016 3.3361 1.4344 -0.12
C -1.6853 3.8551 0.4436 -0.26
C -1.2320 4.9524 1.1269 -0.12
C -0.4885 5.9659 0.4776 -0.09
C -0.1909 5.8573 -0.8480 -0.04
C -0.6252 4.7328 -1.5946 -0.18
C -0.2909 4.5752 -2.9627 -0.05
C -0.6629 3.4559 -3.6500 -0.07
C -1.3928 2.4352 -3.0020 -0.06
C -1.7382 2.5737 -1.6889 -0.05
C -1.3724 3.7234 -0.9443 -0.19
H -3.1876 3.8879 3.3904 0.01
H -1.7315 2.9326 3.7551 -0.01
H -3.3156 2.1701 3.8234 0.02
H -4.3691 1.0076 -0.7864 0.02
H -6.7117 1.1614 -1.4559 0.10
H -8.2583 2.6986 -0.2724 0.09
H -7.3990 4.0995 1.5805 0.09
H -5.0571 3.9637 2.2465 0.08
H -1.4422 5.0606 2.1856 0.09
H -0.1444 6.8226 1.0458 0.10
H 0.3982 6.6189 -1.3469 0.11
H 0.2837 5.3557 -3.4493 0.11
H -0.3868 3.3377 -4.6901 0.10
H -1.6536 1.5328 -3.5388 0.10
H -2.2689 1.7693 -1.1940 0.02
```

Output
Frontier orbital gap (spin up / spin down) ... 5.98 / 5.59 eV
Multiplicity ... 2
ΔE to the lowest compared entry with this formula, charge and spin ... 0.000 eV
HOMO (spin up / spin down) ... -0.151 / -0.152 Ha
LUMO energy (spin up / spin down) ... 1.9 / 1.4 eV
Total charge ... -1

[3]
DFT (ωB97M-V with the def2-TZVPD basis set) results for a molecular structure, C43H46BMgN8S4.

XYZ file:
```
103
Properties=species:S:1:pos:R:3:lowdin_charge:R:1
Mg 0.5697 -0.4678 0.2198 0.30
C 1.2320 3.6351 4.9393 -0.06
C 1.3886 3.3429 3.4472 -0.55
C 1.9084 1.9105 3.2950 -0.04
C 2.3578 4.3643 2.8554 -0.06
N 0.0631 3.4630 2.7835 0.00
C -1.1367 3.7026 3.4441 -0.06
C -2.1133 3.6268 2.5265 -0.08
N -1.5370 3.3311 1.3079 0.02
B -2.4682 3.0254 0.1158 -0.60
N -3.2516 1.7054 0.3750 0.03
C -4.4629 1.5244 -0.2502 -0.06
C -4.8764 0.2698 -0.0073 -0.05
N -3.9107 -0.3299 0.7861 0.01
C -2.8910 0.5559 0.9807 -0.65
S -1.4580 0.2913 1.8986 0.71
C -3.9925 -1.7410 1.2675 -0.54
C -5.2980 -2.3664 0.7755 -0.06
C -2.8380 -2.5541 0.6891 -0.04
C -4.0111 -1.7518 2.7942 -0.05
N -1.7603 3.0444 -1.2599 0.02
C -1.5211 4.2724 -1.8368 -0.08
C -0.8070 4.0793 -2.9526 -0.07
N -0.5932 2.7112 -3.0740 0.00
C -1.1848 2.0742 -2.0169 -0.67
S -1.2772 0.3892 -1.7414 0.68
C 0.2429 2.2194 -4.2124 -0.54
C -0.4602 2.6278 -5.5111 -0.04
C 1.6043 2.9103 -4.1046 -0.03
C 0.4738 0.7113 -4.2486 -0.09
C -0.1956 3.2456 1.4552 -0.70
S 0.9392 2.9095 0.2437 0.72
H 2.2205 3.5707 5.3940 0.08
H 0.5879 2.9049 5.4323 0.08
H 0.8442 4.6393 5.1217 0.08
H 2.8402 1.8041 3.8561 0.09
H 2.0947 1.6641 2.2514 0.03
H 1.1770 1.2029 3.6921 0.08
H 3.3264 4.2617 3.3489 0.08
H 1.9862 5.3782 3.0234 0.09
H 2.4844 4.2049 1.7859 0.02
H -1.2037 3.8825 4.4983 0.10
H -3.1791 3.7202 2.6384 0.12
H -3.3023 3.9097 0.0725 0.12
H -4.9240 2.3140 -0.8159 0.12
H -5.7709 -0.2279 -0.3218 0.10
H -5.3410 -2.4142 -0.3132 0.09
H -6.1764 -1.8380 1.1514 0.08
H -5.3340 -3.3879 1.1542 0.09
H -2.8588 -2.5252 -0.4013 0.09
H -2.9275 -3.5921 1.0175 0.09
H -1.8724 -2.1767 1.0048 0.01
H -4.9077 -1.2482 3.1639 0.09
H -3.1380 -1.2477 3.2039 0.03
H -4.0246 -2.7867 3.1420 0.08
H -1.8656 5.1831 -1.3805 0.12
H -0.4154 4.7921 -3.6525 0.11
H -0.5379 3.7101 -5.6206 0.07
H -1.4654 2.2042 -5.5425 0.09
H 0.1040 2.2432 -6.3615 0.08
H 1.5207 3.9965 -4.1527 0.07
H 2.2444 2.5787 -4.9240 0.09
H 2.0800 2.6474 -3.1622 0.07
H -0.4539 0.1505 -4.3209 0.05
H 1.0086 0.3484 -3.3735 0.06
H 1.0789 0.5171 -5.1381 0.09
S 3.4824 -2.9648 2.6830 1.11
C 1.9666 -3.3912 3.3986 -0.47
C 1.6806 -4.4118 4.3001 -0.10
C 0.3746 -4.5582 4.7279 -0.10
C -0.6259 -3.6978 4.2631 -0.08
C -0.3394 -2.6841 3.3697 -0.02
C 0.9732 -2.5283 2.9277 -0.28
N 1.4195 -1.5550 2.0371 0.05
C 2.6985 -1.6635 1.8175 -0.51
C 3.4396 -0.8077 0.8784 -0.28
C 4.8397 -0.8070 0.9010 -0.08
C 5.5322 -0.0209 0.0026 -0.11
C 4.8127 0.7654 -0.8968 -0.10
C 3.4268 0.7580 -0.8811 -0.15
C 2.6683 -0.0331 -0.0062 -0.14
H 2.4597 -5.0748 4.6537 0.10
H 0.1255 -5.3479 5.4253 0.09
H -1.6441 -3.8277 4.6091 0.10
H -1.0992 -2.0067 3.0072 0.02
H 5.3862 -1.4106 1.6200 0.08
H 6.6151 -0.0077 0.0045 0.09
H 5.3458 1.3938 -1.6032 0.09
H 2.9081 1.4084 -1.5780 0.05
N 2.3887 -6.8275 -7.1651 0.13
C 2.0899 -6.1918 -6.2536 -0.20
C 1.7153 -5.3969 -5.1119 -0.26
C 2.6352 -4.5252 -4.5293 -0.04
C 2.2721 -3.7651 -3.4357 -0.02
C 0.9812 -3.8506 -2.8920 -0.25
C 0.0688 -4.7311 -3.4910 -0.03
C 0.4286 -5.4946 -4.5839 -0.04
C 0.6144 -3.0477 -1.7722 -0.16
C 0.3259 -2.3087 -0.8400 -0.07
H 3.6330 -4.4502 -4.9417 0.11
H 2.9789 -3.0842 -2.9799 0.12
H -0.9297 -4.7988 -3.0810 0.11
H -0.2833 -6.1707 -5.0395 0.11
```

Output
Frontier orbital gap ... 6.89 eV
HOMO ... -0.167 Ha
LUMO energy ... 2.3 eV
Total charge ... -1

[4]
DFT (ωB97M-V with the def2-TZVPD basis set) results for a molecular structure, C43H46CsN3P2 in a non-equilibrium geometry.

XYZ file:
```
95
Properties=species:S:1:pos:R:3:lowdin_charge:R:1
Cs 0.7221 1.0808 0.5968 0.86
C -2.0120 3.3945 0.0611 -0.09
N -1.7602 3.5491 1.5229 -0.18
C -2.9947 3.1712 2.2205 -0.11
C -1.2153 4.8355 1.8645 -0.22
C -1.9455 5.7609 2.5473 -0.04
C -1.3613 7.0356 2.7944 -0.13
C -0.0750 7.2644 2.4610 -0.14
C 0.6827 6.3141 1.7851 -0.03
C 0.1245 5.0284 1.5093 -0.26
N 0.8196 4.0414 0.8507 -0.08
C 1.7454 4.3314 -0.0787 -0.34
C 1.6580 5.3088 -1.0637 -0.05
C 2.5054 5.4010 -2.1371 -0.13
C 3.4722 4.4332 -2.3563 -0.11
C 3.6364 3.4854 -1.3203 -0.07
C 2.9288 3.5292 -0.1491 -0.28
N 3.1817 2.6846 0.9566 -0.30
C 4.4602 1.9006 0.9687 -0.09
C 3.0875 3.3687 2.3225 -0.07
H -2.8775 3.9322 -0.2607 0.08
H -2.2196 2.3349 -0.1876 0.04
H -1.1307 3.8005 -0.4213 0.07
H -3.9138 3.6533 1.8000 0.09
H -3.0086 3.2906 3.2943 0.09
H -3.1706 2.1139 2.0352 0.05
H -3.0351 5.6521 2.6641 0.11
H -1.9773 7.7994 3.2819 0.10
H 0.2768 8.2825 2.4185 0.10
H 1.7143 6.5392 1.5087 0.11
H 0.8871 6.0409 -0.9006 0.11
H 2.4171 6.2851 -2.7362 0.09
H 4.1982 4.4569 -3.1964 0.10
H 4.5365 2.8489 -1.3391 0.10
H 5.2952 2.5247 0.6906 0.08
H 4.4128 1.0294 0.2372 0.09
H 4.5553 1.5514 1.9924 0.07
H 2.3815 4.2242 2.4301 0.07
H 4.0858 3.7709 2.6333 0.09
H 2.8113 2.5867 3.0949 0.09
C -0.7966 -3.3454 1.7309 -0.30
C -2.1642 -2.9417 1.2423 -0.38
P -2.2742 -1.4474 0.1671 1.02
C -2.3113 -2.0200 -1.6049 -0.36
C -2.0159 -0.9568 -2.5332 -0.12
C -2.0926 -1.0415 -3.9131 -0.07
C -2.2277 -2.3435 -4.4094 -0.10
C -2.4642 -3.4158 -3.5718 -0.11
C -2.5202 -3.2953 -2.1737 -0.11
C -4.0430 -0.9923 0.2427 -0.35
C -5.1441 -1.9537 0.1972 -0.08
C -6.4491 -1.5248 0.3106 -0.10
C -6.7555 -0.1479 0.4988 -0.06
C -5.6868 0.7979 0.4452 -0.07
C -4.3717 0.3680 0.2940 -0.13
C -0.1150 -4.3049 0.7439 -0.35
P 0.8169 -3.7316 -0.8124 1.09
C 2.3754 -3.0211 0.0500 -0.35
C 2.5746 -2.6998 1.4247 -0.07
C 3.7475 -2.0133 1.7830 -0.09
C 4.7619 -1.7686 0.9088 -0.11
C 4.5462 -2.1201 -0.3888 -0.09
C 3.3491 -2.6621 -0.8554 -0.12
C 1.5295 -5.3362 -1.2750 -0.41
C 1.0934 -5.8354 -2.5025 -0.09
C 1.5687 -7.0648 -3.0178 -0.08
C 2.4182 -7.8266 -2.2637 -0.09
C 2.9257 -7.3070 -1.0558 -0.07
C 2.4629 -6.0997 -0.5750 -0.09
H -0.9267 -3.9922 2.5828 0.11
H -0.1749 -2.5263 1.9608 0.06
H -2.8832 -2.7543 2.0733 0.10
H -2.5600 -3.7891 0.6899 0.06
H -1.8821 0.0079 -2.0840 0.07
H -1.9721 -0.1057 -4.5245 0.13
H -2.2655 -2.5096 -5.4971 0.11
H -2.5096 -4.4131 -4.0555 0.11
H -2.5196 -4.1963 -1.5587 0.09
H -4.8448 -2.9935 0.1288 0.09
H -7.1993 -2.3262 0.4086 0.11
H -7.7943 0.0741 0.8126 0.11
H -5.8539 1.8551 0.6373 0.10
H -3.6302 1.1300 0.2266 0.04
H -0.9780 -4.9126 0.3032 0.09
H 0.4819 -5.0961 1.2060 0.07
H 1.8694 -2.9747 2.1425 0.07
H 3.8450 -1.7247 2.8257 0.11
H 5.7366 -1.3201 1.1730 0.13
H 5.2402 -1.9205 -1.1573 0.10
H 3.2582 -2.9170 -1.8911 0.10
H 0.3069 -5.3523 -3.0472 0.08
H 1.2075 -7.4254 -3.9235 0.08
H 2.8067 -8.8056 -2.5872 0.11
H 3.6781 -7.9344 -0.6277 0.10
H 2.9261 -5.6627 0.3006 0.11
```

Output
Frontier orbital gap ... 5.51 eV
HOMO ... -0.204 Ha
LUMO energy ... 0.0 eV